94
Properties=species:S:1:pos:R:3:mulliken_charge:R:1 method="wB97M-V/def2-TZVPD" fmax_ev_per_a=6.6 homo_lumo_gap_ev=7.40 e_tot_ev=-120261.77901 multiplicity=1 homo_ev=-5.372 charge=-1
C 1.1935 -3.8386 5.2176 -0.536
C 0.1439 -3.4030 5.9039 -0.101
C -1.1144 -2.7726 6.7220 -0.501
Ga -0.8670 -0.6933 6.5547 0.195
C -0.9034 -0.3169 4.5035 -0.191
I 1.5133 -0.1724 7.5032 -0.443
C -2.4203 0.2893 7.4924 -0.597
I -3.0222 -0.6514 9.4024 -0.073
C -2.1555 1.8485 7.8173 -0.421
C -1.1948 2.6113 6.7724 -0.851
I -4.1443 2.8437 7.7081 -0.067
H 2.2391 -3.7821 4.7224 0.286
H -2.0855 -3.1115 6.1983 0.272
H -1.0965 -3.1147 7.8366 0.306
H -1.1843 0.7779 4.2639 -0.007
H 0.1780 -0.5556 4.1391 -0.044
H -1.6027 -1.0694 3.9610 0.184
H -3.3250 0.2492 6.7600 0.410
H -1.7849 2.0475 8.8843 0.444
H -1.3200 3.7586 6.9481 0.390
H -1.4433 2.4358 5.6655 0.136
H -0.0903 2.3797 6.9852 0.202
C 1.7942 0.6818 1.4435 -0.807
O 0.9790 -0.4696 1.5873 -0.208
C -0.3139 -0.3198 0.9907 -0.190
C -0.4491 -1.2487 -0.2180 -0.494
N 0.3930 -0.7985 -1.3289 -0.184
C 0.5028 -1.7729 -2.4155 -0.636
C 1.1911 -3.1111 -2.0947 -0.611
O 2.5819 -2.9900 -1.8079 -0.352
C 2.8824 -2.6857 -0.4527 -0.550
H 2.6999 0.5319 2.0351 0.248
H 2.0856 0.8263 0.3991 0.332
H 1.2818 1.5738 1.8174 0.308
H -0.5282 0.7181 0.7239 0.363
H -1.0444 -0.6226 1.7462 -0.172
H -1.4945 -1.2671 -0.5423 0.507
H -0.1703 -2.2567 0.1062 0.260
H 1.3259 -0.6044 -0.9779 -0.049
H 1.0736 -1.2861 -3.2127 0.271
H -0.4964 -1.9704 -2.8192 0.435
H 1.1290 -3.7281 -2.9974 0.392
H 0.6757 -3.6759 -1.3111 0.369
H 2.1501 -3.1056 0.2423 0.339
H 2.9584 -1.6037 -0.3182 0.080
H 3.8603 -3.1099 -0.2190 0.355
C 5.9506 0.0296 -8.2580 -0.728
O 4.6280 -0.1964 -7.7958 -0.343
C 4.3326 -1.5823 -7.5967 -0.859
C 4.1418 -1.8760 -6.1064 -0.055
N 5.4105 -1.7852 -5.3823 -0.366
C 5.2588 -1.8071 -3.9252 -0.889
C 4.5068 -0.6321 -3.2775 0.188
O 5.1898 0.6159 -3.3774 -0.499
C 4.9509 1.3269 -4.5821 -0.582
H 6.0462 1.0885 -8.5074 0.237
H 6.6815 -0.2077 -7.4806 0.313
H 6.1566 -0.5569 -9.1589 0.340
H 5.0927 -2.2347 -8.0394 0.416
H 3.3878 -1.7789 -8.1142 0.391
H 3.7306 -2.8841 -5.9882 0.376
H 3.4122 -1.1581 -5.7179 0.113
H 5.8776 -0.9221 -5.6424 0.136
H 6.2703 -1.8269 -3.5082 0.359
H 4.7786 -2.7464 -3.6310 0.464
H 4.4399 -0.8463 -2.2064 0.188
H 3.4736 -0.5446 -3.6295 0.013
H 3.9493 1.1457 -4.9826 0.265
H 5.7105 1.0727 -5.3260 0.193
H 5.0486 2.3931 -4.3713 0.312
C -6.4184 2.7665 -2.1949 -0.722
O -5.8535 3.6103 -1.2036 -0.329
C -6.6082 3.6306 0.0122 -0.825
C -5.8149 2.9672 1.1410 -0.162
N -5.7110 1.5217 0.9364 -0.326
C -4.7599 0.8666 1.8381 -1.078
C -3.2774 1.2539 1.7011 0.287
O -2.6844 0.8429 0.4707 -0.192
C -2.8624 1.7516 -0.6051 -0.725
H -5.8604 2.9123 -3.1222 0.237
H -6.3359 1.7155 -1.9059 0.306
H -7.4662 3.0245 -2.3786 0.339
H -7.5956 3.1720 -0.1065 0.405
H -6.7627 4.6841 0.2676 0.394
H -6.3162 3.1612 2.0951 0.398
H -4.8254 3.4349 1.1699 0.172
H -5.4195 1.3441 -0.0198 0.122
H -4.8431 -0.2080 1.6495 0.398
H -5.0797 1.0302 2.8728 0.448
H -2.7324 0.7174 2.4843 -0.332
H -3.0981 2.3180 1.8880 0.363
H -2.9138 2.7914 -0.2698 0.347
H -3.7583 1.4900 -1.1743 0.133
H -2.0098 1.6495 -1.2791 0.363

---

96
Properties=species:S:1:pos:R:3:mulliken_charge:R:1 method="wB97M-V/def2-TZVPD" fmax_ev_per_a=3.2 homo_lumo_gap_ev=6.16 e_tot_ev=-60705.63550 multiplicity=1 homo_ev=-6.701
Li -0.9547 4.4807 0.7997 0.782
C -2.0774 -5.4530 3.6674 -1.319
C -2.6419 -5.3759 2.2678 -0.714
C -1.7612 -4.9641 1.1004 -0.386
C -2.6135 -4.7075 -0.1496 -1.105
P -1.5812 -4.2221 -1.5890 0.679
C -0.6535 -2.7282 -1.1817 -1.083
C -1.5616 -1.5111 -0.8639 -0.343
C -0.6956 -0.2665 -0.6529 -0.672
C -1.4989 0.9338 -0.1480 -0.837
C -0.4605 -5.5886 -2.0681 -1.040
C 0.1336 -5.3546 -3.4478 -0.773
C 0.9499 -6.5824 -3.8921 -0.369
C 1.2384 -6.5590 -5.4036 -1.344
C -2.6019 -3.7526 -3.0222 -1.349
C -3.5514 -4.8732 -3.5095 -0.732
C -3.9526 -4.6688 -4.9745 -0.610
C -4.9701 -3.5545 -5.1213 -1.203
H -2.8998 -5.5112 4.3844 0.383
H -1.5879 -4.5445 4.0234 0.345
H -1.4650 -6.3498 3.7602 0.325
H -3.5323 -4.7319 2.3120 0.428
H -3.1222 -6.3210 1.9824 0.321
H -1.1630 -5.8381 0.8150 0.278
H -1.0935 -4.1581 1.4077 0.238
H -3.3587 -3.9193 -0.0050 0.695
H -3.2063 -5.5894 -0.4029 0.702
H 0.0082 -2.4646 -2.0080 0.564
H -0.1068 -3.0079 -0.2770 0.659
H -2.1196 -1.7611 0.0427 0.215
H -2.2549 -1.3947 -1.6950 0.226
H -0.2337 -0.0568 -1.6220 0.274
H 0.1355 -0.5481 -0.0005 0.395
H -2.1003 1.2444 -1.0065 0.362
H -0.8816 1.8217 -0.0372 -0.090
H -2.0328 0.7604 0.7812 0.415
H -1.0441 -6.5064 -1.9911 0.602
H 0.2720 -5.5693 -1.2566 0.676
H 0.7357 -4.4426 -3.5064 0.357
H -0.6215 -5.0816 -4.1929 0.257
H 0.5064 -7.5574 -3.6953 0.353
H 1.9207 -6.4768 -3.4038 0.322
H 1.5111 -5.5385 -5.6784 0.330
H 0.3589 -6.8708 -5.9705 0.314
H 2.0313 -7.2445 -5.6984 0.405
H -1.9942 -3.3168 -3.8153 0.582
H -3.2382 -2.9472 -2.6480 0.829
H -4.3606 -4.9163 -2.7840 0.468
H -2.9620 -5.7985 -3.5468 0.296
H -4.3811 -5.5964 -5.3705 0.417
H -3.0642 -4.5923 -5.6095 0.323
H -5.3462 -3.4946 -6.1420 0.400
H -4.5441 -2.5677 -4.9156 0.286
H -5.7517 -3.7031 -4.3768 0.296
C 1.1020 7.4218 4.9402 -1.381
C 0.7721 6.5466 3.7253 -0.946
C 1.7107 5.3650 3.3990 0.936
C 2.9923 5.9118 2.8315 -1.101
N 3.9250 4.8077 2.4024 0.569
C 5.3139 5.3140 2.0791 -0.552
C 5.7658 4.5288 0.8148 -0.682
C 4.6259 3.6032 0.4453 -0.748
C 3.4017 4.2756 1.0457 -0.098
C 3.9440 3.6368 3.3452 -0.986
H 0.8768 6.9004 5.8725 0.322
H 0.5360 8.3506 4.9498 0.397
H 2.1678 7.6672 4.9442 0.305
H 0.6795 7.1816 2.8375 0.414
H -0.2576 6.1853 3.7592 0.574
H 1.2543 4.7527 2.6334 -0.914
H 1.7762 4.7513 4.2969 0.580
H 3.5697 6.3241 3.6729 0.622
H 2.9516 6.7115 2.0987 0.208
H 5.9526 5.1185 2.9372 0.420
H 5.2801 6.3789 1.8723 0.299
H 6.7302 4.0533 0.9885 0.342
H 5.9268 5.2575 0.0195 0.382
H 4.7441 2.6311 0.9274 0.368
H 4.6376 3.4593 -0.6317 0.375
H 2.5659 3.6090 1.2486 -0.209
H 3.0425 5.1185 0.4564 0.410
H 4.7999 3.0442 3.0253 0.585
H 3.0772 2.9923 3.2180 0.136
H 4.0885 4.0573 4.3356 0.332
N 0.0925 2.6800 2.7877 1.005
O 0.9478 2.3672 1.9408 -0.616
O 0.3016 2.5085 4.0008 -0.688
O -0.9703 3.2730 2.4408 -0.655
N 0.8187 4.5839 -0.9154 1.205
O 0.7902 5.4104 0.0204 -0.606
O -0.1762 3.8347 -1.0234 -0.746
O 1.7945 4.5234 -1.7019 -0.721
N -2.8421 6.0710 1.0924 0.972
O -1.7615 6.2133 1.7103 -0.599
O -3.9569 6.3799 1.5378 -0.662
O -2.7507 5.5371 -0.0453 -0.671